# 1
# CH5AgNO4PS

A structure of composition CH5AgNO4PS at a distorted geometry (wB97M-V/def2-TZVPD, OMol25).

Summary:
HOMO-LUMO gap (eV): 4.87
LUMO energy (eV): -3.8
Highest occupied orbital energy (eV): -8.65

The geometry in XYZ format:
```
14
Properties=species:S:1:pos:R:3:forces:R:3
C 1.50808 -1.03750 -0.02858 -0.029 0.001 -0.231
S 1.29964 0.73828 -0.11950 0.277 0.110 0.199
O 2.60301 1.24478 -0.45493 -0.153 0.156 0.210
O 0.73843 1.12678 1.18368 -0.122 -0.160 -0.184
N 0.27566 1.03726 -1.29000 -0.051 -0.624 0.101
P -1.31085 0.88824 -1.17823 0.109 0.862 -0.370
O -1.59676 -0.75648 -0.59916 0.270 -1.011 0.273
O -1.81690 1.60604 0.21020 -0.530 -0.490 0.435
H 1.75855 -1.27095 1.00422 0.108 -0.011 -0.052
H 2.31446 -1.29902 -0.70862 0.055 -0.018 0.074
H 0.60183 -1.54427 -0.33777 -0.121 0.020 0.102
H -2.35770 -0.65098 -0.01440 -0.416 1.368 -1.306
H -1.16494 1.46046 0.92948 0.441 0.356 -0.226
Ag -2.85251 -1.54262 1.40362 0.162 -0.560 0.975
```
Positions in Å, forces in eV/Å.

These are the Mulliken partial charges, in e, on atoms 1 to 8:
1. C -0.83
2. S 1.17
3. O -0.65
4. O -0.77
5. N -0.32
6. P 0.17
7. O -0.43
8. O -0.51

=====

# 2
# C24H38As2AuN2O8P2S

A structure of composition C24H38As2AuN2O8P2S (wB97M-V/def2-TZVPD, OMol25).

Summary:
2S+1: 3
Energy relative to the best compared isomer or geometry (same formula, charge and spin) (kcal per mole): 3.0
<S²>: 2.012
HOMO-LUMO gap (alpha / beta) (eV): 6.35 / 6.58
LUMO energy (alpha / beta) (eV): -8.7 / -10.0
Total charge: +3
Highest occupied orbital energy (alpha / beta) (eV): -15.02 / -16.58

The geometry in XYZ format:
```
78
Properties=species:S:1:pos:R:3:forces:R:3
Au 0.13808 0.14134 1.32496 -0.078 0.023 0.029
C 0.01414 0.17468 4.75283 0.036 -0.063 -0.122
P -0.89372 0.78844 3.30922 -0.190 0.022 0.294
C -2.57757 0.14800 3.51808 0.097 0.001 -0.101
C -1.03560 2.58931 3.64992 0.053 -0.037 -0.290
C -2.19242 3.34759 2.98870 -0.057 -0.213 -0.057
P -2.46266 3.08540 1.18390 0.303 0.359 -0.032
C -3.54261 4.47012 0.72122 0.005 -0.155 0.015
C -0.87841 3.56938 0.41676 -0.224 -0.116 -0.033
H -0.56286 0.35951 5.65870 -0.003 0.036 0.023
H 0.98164 0.66998 4.83320 -0.004 -0.001 -0.006
H 0.17994 -0.89756 4.65155 0.014 0.001 0.026
H -2.96519 0.46130 4.48847 -0.018 -0.004 0.011
H -2.55796 -0.94094 3.47980 -0.029 0.000 0.001
H -3.22436 0.52141 2.72267 0.004 -0.021 0.018
H -0.07752 3.04426 3.39184 0.019 -0.002 0.031
H -1.14636 2.66622 4.73325 0.047 0.041 0.042
H -2.03466 4.42447 3.09565 -0.013 0.007 0.142
H -3.13313 3.09926 3.48374 -0.030 0.065 -0.028
H -3.00529 5.39947 0.91737 -0.046 0.036 0.003
H -4.46613 4.45645 1.29627 0.016 -0.022 -0.005
H -3.77627 4.41666 -0.34175 -0.013 -0.014 0.009
H -0.59712 4.56487 0.76342 0.040 0.001 -0.003
H -1.02118 3.60105 -0.66445 0.047 0.023 0.009
H -0.08397 2.86088 0.65058 0.008 -0.003 0.026
C 0.20795 0.45229 -5.36907 0.015 0.066 -0.131
O 0.12231 -0.03307 -3.98899 0.264 -0.203 -0.067
C 0.93091 -0.98471 -3.62507 -0.360 0.296 0.436
O 1.81310 -1.48121 -4.31184 0.079 0.138 -0.455
C 0.67796 -1.48977 -2.22827 -0.087 0.439 -0.339
C 0.90885 -2.79250 -2.08914 -0.152 -0.606 0.316
As 2.47503 -3.30610 -3.06193 0.140 0.130 0.392
C 2.98912 -5.15748 -2.82579 0.100 -0.355 -0.095
C 3.48522 -2.23152 -1.70366 0.080 -0.312 -0.099
C 3.08277 -1.19288 -0.96407 0.062 -0.029 0.134
As 1.29477 -0.33190 -0.79818 0.121 0.079 -0.202
C 1.65849 1.33105 -1.72907 -0.054 0.069 -0.065
C 4.11923 -0.56122 -0.06618 -0.001 0.185 -0.075
O 5.29568 -0.75998 -0.15242 -0.039 -0.086 0.014
O 3.54513 0.27705 0.80283 -0.054 -0.053 0.039
C 4.45612 0.92352 1.73382 0.053 0.031 -0.011
C 4.74180 -3.02920 -1.33256 -0.192 0.053 0.094
O 4.55527 -3.82874 -0.45647 0.098 0.024 -0.062
O 5.82787 -2.97244 -2.05805 0.052 0.045 -0.162
C 6.06427 -1.87107 -2.96099 0.062 0.013 0.100
C 0.62752 -3.65684 -0.88488 -0.001 0.171 0.138
O 0.55953 -4.84640 -0.97614 0.067 -0.016 -0.100
O 0.46261 -2.93721 0.22445 -0.035 -0.031 -0.005
C 0.23911 -3.68093 1.45601 0.052 -0.036 -0.021
H -0.01345 1.51260 -5.33000 -0.016 -0.002 0.064
H -0.54291 -0.06976 -5.95431 -0.019 -0.048 0.036
H 1.19736 0.27390 -5.77568 0.036 0.006 0.042
H 2.27769 -5.76511 -3.38136 -0.052 0.040 0.000
H 2.97177 -5.39763 -1.76409 -0.035 0.102 0.057
H 3.98860 -5.28835 -3.24002 0.002 0.075 0.013
H 2.32965 1.17370 -2.57129 0.007 -0.014 -0.010
H 2.12981 2.01051 -1.02176 0.037 -0.038 0.050
H 0.72698 1.77095 -2.07897 -0.037 -0.018 0.025
H 5.14512 0.19157 2.14328 -0.012 -0.041 0.019
H 3.83246 1.34879 2.51207 -0.032 0.008 -0.019
H 5.01629 1.70026 1.21914 -0.012 -0.006 -0.035
H 6.77499 -2.23440 -3.69389 -0.014 -0.048 -0.028
H 6.49495 -1.04420 -2.40446 -0.016 0.011 0.043
H 5.14542 -1.55638 -3.45764 -0.032 -0.011 -0.022
H -0.47680 -3.10655 2.03514 0.000 0.042 -0.005
H 1.18689 -3.76697 1.98131 0.022 0.012 -0.011
H -0.15072 -4.66744 1.23284 -0.048 -0.025 -0.029
S -3.09403 1.18216 -0.56949 -0.011 -0.046 0.064
C -4.70894 1.09165 -0.00855 -0.251 0.018 0.126
N -5.60703 0.39409 -0.76008 0.004 0.015 -0.017
C -6.92357 0.33042 -0.46548 0.024 -0.089 -0.087
C -7.38589 0.97283 0.64126 -0.055 0.087 0.121
C -6.42845 1.62803 1.42018 0.065 -0.059 -0.056
N -5.13821 1.68056 1.11362 0.082 0.042 -0.028
H -5.25947 -0.07557 -1.58737 -0.005 0.024 -0.043
H -7.55012 -0.24215 -1.13569 0.045 0.005 -0.040
H -8.43332 0.96618 0.90387 0.037 -0.029 0.008
H -6.72444 2.12595 2.33712 0.030 0.014 -0.008
```
Positions in Å, forces in eV/Å.

These are the Mulliken partial charges, in e, on atoms 1 to 8:
1. Au -0.12
2. C -1.27
3. P 0.45
4. C -0.94
5. C -0.94
6. C -1.18
7. P 0.68
8. C -1.29

=====

# 3
# C22H27CoN6OS

A structure of composition C22H27CoN6OS at a distorted geometry (wB97M-V/def2-TZVPD, OMol25).

Summary:
Energy relative to the best compared isomer or geometry (same formula, charge and spin) (kcal per mole): 27.1
HOMO-LUMO gap (alpha / beta) (eV): 7.75 / 7.75
LUMO energy (alpha / beta) (eV): -6.7 / -6.7
Total charge: +2
Highest occupied orbital energy (alpha / beta) (eV): -14.43 / -14.43

The geometry in XYZ format:
```
58
Properties=species:S:1:pos:R:3:forces:R:3
Co 0.23832 -0.19182 1.12471 -1.118 -0.329 0.997
C 3.45363 3.64722 -1.36527 -0.027 -0.017 0.031
C 3.83837 3.71883 0.10019 0.079 0.015 -0.071
N 3.06304 2.87547 1.03503 -0.031 0.123 0.084
C 2.38545 1.75571 0.82846 -0.186 -0.300 -0.503
S 1.76406 0.89510 2.24348 0.543 -0.071 0.346
N 2.12285 1.24975 -0.36152 0.336 0.557 0.096
N 1.53294 0.03090 -0.18401 -0.211 -0.161 -0.414
C 1.98412 -1.00228 -0.80011 -0.016 -0.052 0.178
C 2.99314 -0.94634 -1.88444 0.100 -0.008 -0.030
C 1.56080 -2.25232 -0.15165 -0.181 -0.230 0.047
C 1.91637 -3.51785 -0.57870 -0.010 0.074 -0.035
C 1.56686 -4.61355 0.20104 -0.039 0.010 0.050
C 0.86813 -4.40565 1.37713 0.044 -0.057 -0.050
C 0.53478 -3.11082 1.73833 -0.044 0.074 0.191
N 0.88090 -2.05856 1.00568 0.136 0.205 -0.193
H 4.02123 4.41275 -1.89326 0.000 0.006 0.020
H 2.39451 3.85457 -1.51429 -0.019 -0.012 -0.009
H 3.69230 2.68444 -1.80735 -0.026 -0.001 -0.004
H 3.69940 4.74000 0.45323 0.017 -0.008 0.055
H 4.89441 3.47509 0.22887 0.003 -0.037 -0.018
H 3.19130 3.11291 2.00700 -0.046 0.057 0.004
H 2.97904 0.02395 -2.37197 -0.009 -0.001 0.017
H 2.80260 -1.72923 -2.61737 0.015 0.010 -0.011
H 3.99356 -1.10758 -1.47232 -0.019 -0.008 -0.005
H 2.46671 -3.64621 -1.49958 -0.001 -0.006 0.004
H 1.84134 -5.61372 -0.10643 0.002 0.014 -0.007
H 0.58490 -5.22786 2.01852 0.002 0.003 -0.008
H -0.01103 -2.90279 2.64895 0.019 -0.010 -0.034
O -0.70690 -0.59281 2.98550 0.193 0.126 -0.528
C -2.14026 -0.63295 2.98797 -0.061 -0.127 -0.093
C -2.55842 -1.16326 1.63997 0.110 0.162 0.027
C -3.79514 -1.75094 1.44764 -0.053 0.009 -0.003
C -4.14749 -2.17725 0.17553 0.043 0.044 0.022
C -3.24527 -2.00317 -0.86391 -0.017 0.031 0.047
C -2.03053 -1.40783 -0.58863 0.066 -0.069 -0.125
N -1.68841 -0.99288 0.63547 0.545 -0.153 -0.185
H -0.34775 -0.20912 3.79579 -0.095 0.094 0.012
H -2.54949 0.36802 3.15284 -0.008 0.000 0.015
H -2.49345 -1.28713 3.78478 0.004 0.017 0.018
H -4.46921 -1.87113 2.28595 -0.003 -0.015 -0.021
H -5.10987 -2.63966 0.00149 0.009 -0.004 0.003
H -3.47279 -2.31946 -1.87164 -0.008 -0.002 0.006
H -1.30092 -1.24857 -1.37425 -0.007 0.024 0.026
N -0.63706 1.57284 0.76986 -0.169 0.256 0.014
C -1.41352 1.70093 -0.46157 -0.225 -0.009 -0.061
C -0.78777 1.70562 -1.69642 0.093 0.026 -0.039
C -1.56647 1.79878 -2.84396 0.033 0.002 -0.017
C -2.94716 1.88846 -2.75811 -0.050 0.001 -0.001
C -3.56310 1.90465 -1.51290 0.017 -0.017 -0.060
C -2.79531 1.81129 -0.36436 0.088 -0.053 0.083
H -1.28318 1.77773 1.53007 0.114 -0.065 0.128
H 0.04138 2.33171 0.80806 0.122 -0.120 -0.021
H 0.29339 1.67443 -1.77131 -0.081 -0.013 0.028
H -1.08290 1.81580 -3.81180 -0.008 0.002 0.004
H -3.54153 1.96605 -3.65852 0.002 0.003 0.014
H -4.63792 2.00073 -1.43535 0.012 0.000 -0.002
H -3.27698 1.82903 0.60947 0.016 0.010 -0.017
```
Positions in Å, forces in eV/Å.

These are the Mulliken partial charges, in e, on atoms 1 to 8:
1. Co -0.03
2. C -0.87
3. C -0.49
4. N -0.19
5. C 0.15
6. S -0.47
7. N -0.60
8. N 1.09

=====

# 4
# C39H43BrN5Pd

A structure of composition C39H43BrN5Pd (wB97M-V/def2-TZVPD, OMol25).

Summary:
2S+1: 5
Energy relative to the best compared isomer or geometry (same formula, charge and spin) (kcal per mole): 1.3
<S²>: 6.066
HOMO-LUMO gap (alpha / beta) (eV): 7.65 / 6.63
LUMO energy (alpha / beta) (eV): -2.2 / -3.9
Total charge: +1
Highest occupied orbital energy (alpha / beta) (eV): -9.82 / -10.51

The geometry in XYZ format:
```
89
Properties=species:S:1:pos:R:3:forces:R:3
Pd 1.07185 0.58807 0.77019 -0.022 0.158 0.274
C -5.09402 -0.06477 -1.61646 -0.004 0.002 0.037
C -5.41612 0.06247 -0.15280 0.006 -0.033 -0.039
C -6.64563 -0.34199 0.35819 0.009 -0.002 0.002
C -6.93572 -0.23654 1.70986 0.000 0.004 0.012
C -5.99919 0.29665 2.58409 0.011 -0.002 -0.027
C -4.77626 0.72500 2.09369 -0.027 0.021 0.006
C -4.48640 0.59751 0.73958 0.042 0.004 -0.006
N -3.22241 1.03482 0.24189 -0.051 0.043 0.073
C -2.00540 0.58527 0.65575 0.011 0.007 -0.192
N -2.02493 -0.52313 1.42065 -0.074 -0.048 0.092
C -1.02218 -1.18014 2.17503 0.005 -0.051 -0.037
C 0.32973 -0.86879 2.11206 -0.001 0.026 -0.145
C 1.22262 -1.64268 2.84641 0.047 0.003 0.014
C 0.78853 -2.68057 3.65258 0.008 0.011 -0.007
C -0.56807 -2.96372 3.71679 -0.007 0.006 0.000
C -1.48956 -2.23263 2.98525 -0.033 -0.056 0.034
C -2.95369 -2.58628 3.04935 0.024 -0.009 -0.010
N -0.90683 1.17904 0.27020 -0.006 0.029 0.022
C -1.00612 2.42972 -0.41000 0.002 -0.055 -0.016
C -1.19093 3.59110 0.33409 0.006 0.050 0.008
C -1.22161 4.82783 -0.29007 0.001 -0.025 0.005
C -1.05647 4.90371 -1.66578 -0.002 -0.018 0.000
C -0.87746 3.74295 -2.40504 0.017 0.018 0.003
C -0.85582 2.48975 -1.79871 -0.015 -0.057 -0.027
C -0.68364 1.23241 -2.60597 0.002 0.081 0.003
H -5.87156 -0.62194 -2.13500 0.002 -0.002 0.001
H -4.14172 -0.57747 -1.76527 0.005 -0.007 -0.006
H -5.01388 0.91442 -2.09450 0.000 0.006 -0.005
H -7.38310 -0.75629 -0.31804 0.000 0.000 -0.001
H -7.89690 -0.56632 2.08069 -0.001 0.000 -0.001
H -6.22441 0.39422 3.63744 0.001 0.000 0.002
H -4.03864 1.16806 2.75228 -0.007 -0.003 0.005
H -3.20425 1.78126 -0.43574 -0.006 0.013 0.003
H -2.95010 -0.90336 1.54658 0.009 0.012 0.008
H 2.28891 -1.46618 2.75820 0.022 0.006 0.001
H 1.49805 -3.27392 4.21445 -0.003 -0.001 0.003
H -0.92068 -3.77659 4.33951 -0.007 0.002 0.000
H -3.11252 -3.41118 3.74046 -0.001 0.005 0.002
H -3.34095 -2.90410 2.07536 0.001 0.003 -0.001
H -3.56725 -1.74874 3.39179 -0.002 0.010 0.007
H -1.29570 3.50846 1.40958 -0.003 0.011 0.001
H -1.36377 5.72686 0.29447 -0.001 -0.002 0.007
H -1.07054 5.86384 -2.16393 0.001 0.001 -0.002
H -0.75547 3.80582 -3.47994 0.000 -0.003 0.001
H -0.42599 1.46648 -3.63794 -0.012 0.008 -0.003
H -1.60130 0.63847 -2.61326 0.006 0.015 0.013
H 0.09674 0.59835 -2.18520 0.007 0.015 -0.028
Br 2.40814 3.32711 -0.31908 0.024 -0.009 0.040
C 3.35925 2.75526 1.21532 -0.074 -0.042 -0.043
C 4.41031 3.51512 1.69352 0.027 0.020 0.004
C 5.04422 3.07469 2.84288 0.012 0.010 0.009
C 4.59874 1.91727 3.46367 -0.005 -0.006 -0.010
C 3.54053 1.23048 2.90178 0.022 0.017 -0.022
N 2.93107 1.63472 1.78002 -0.005 -0.048 -0.126
H 4.70957 4.41841 1.18355 0.004 0.000 0.004
H 5.87158 3.63780 3.25351 0.001 -0.001 -0.001
H 5.05865 1.55101 4.36984 0.000 0.000 0.000
H 3.14921 0.33205 3.35623 -0.012 -0.019 0.006
C 0.55190 -3.66321 -0.19736 -0.030 -0.009 -0.029
C 0.19512 -3.10853 -1.57858 -0.001 -0.010 0.031
C -0.96636 -2.11686 -1.51494 -0.002 -0.026 0.007
C 1.41108 -2.54078 -2.26935 -0.012 0.066 0.043
C 1.90722 -3.16041 -3.39391 0.025 -0.005 -0.025
C 3.04607 -2.70209 -4.05006 0.020 0.020 0.017
C 3.73713 -1.58529 -3.57787 0.016 -0.058 -0.048
C 3.31563 -0.90893 -2.46157 -0.090 -0.022 0.120
C 4.03888 0.29131 -1.89869 0.030 -0.006 0.013
C 4.99104 0.95298 -2.88829 -0.020 0.005 -0.019
C 4.79757 -0.07092 -0.61316 -0.005 -0.013 -0.026
C 2.11458 -1.37224 -1.78225 0.251 0.076 -0.091
N 1.71256 -0.69072 -0.74575 -0.141 -0.149 -0.024
H -0.31891 -4.14321 0.25273 -0.002 0.002 0.000
H 0.87550 -2.86921 0.47291 0.020 0.035 0.044
H 1.35039 -4.40293 -0.26925 -0.004 -0.002 0.009
H -0.12915 -3.94819 -2.19856 0.009 -0.007 -0.003
H -0.71408 -1.24977 -0.90480 -0.001 0.000 0.014
H -1.83908 -2.59919 -1.06976 -0.003 -0.004 0.005
H -1.23749 -1.76920 -2.51379 -0.003 -0.010 0.020
H 1.39160 -4.03441 -3.77196 0.003 0.000 -0.004
H 3.40157 -3.21957 -4.93083 -0.001 0.004 -0.004
H 4.61972 -1.25029 -4.10481 -0.005 0.002 -0.002
H 3.26822 1.02151 -1.64023 0.001 0.015 0.019
H 5.85239 0.31640 -3.10049 0.000 0.014 -0.007
H 5.37061 1.88212 -2.46192 0.011 -0.001 0.001
H 4.49816 1.19313 -3.83113 -0.001 -0.004 0.000
H 5.59064 -0.78825 -0.83333 0.002 0.002 0.000
H 4.14596 -0.50662 0.14451 -0.025 -0.012 -0.013
H 5.26102 0.82425 -0.19159 0.004 -0.015 0.006
```
Positions in Å, forces in eV/Å.

These are the Mulliken partial charges, in e, on atoms 1 to 8:
1. Pd -0.17
2. C -1.15
3. C 0.74
4. C -0.81
5. C -0.73
6. C -0.67
7. C 0.11
8. C -0.36